Entry 1:
{"formula": "C12H11BCl4O2", "method": "the ωB97M-V functional and the def2-TZVPD basis", "max_force_ev_per_a": 3.31, "homo_energy_ev": -8.94, "gap_ev": 6.61, "elements": ["Cl", "B", "Cl", "Cl", "O", "C", "C", "C", "C", "C", "Cl", "C", "C", "H", "H", "H", "H", "H", "C", "C", "C", "C", "C", "O", "H", "H", "H", "H", "H", "H"], "xyz": [[3.52140, 2.45514, -1.53157], [2.63707, 0.85222, -1.68105], [2.84030, 0.03042, -3.38681], [3.45809, -0.39579, -0.45902], [1.29801, 1.04573, -1.29718], [0.39288, 0.20555, -0.77189], [-1.01455, 0.41158, -1.27539], [-1.87680, -0.66724, -1.49929], [-3.24167, -0.41517, -1.74754], [-3.66463, 0.92136, -1.84274], [-5.38662, 1.19316, -1.84249], [-2.75736, 1.98184, -1.74858], [-1.41122, 1.68973, -1.50630], [0.72204, -0.87848, -0.82421], [-1.49343, -1.69058, -1.49347], [-3.93551, -1.27047, -1.80811], [-3.16712, 2.98913, -1.81570], [-0.72350, 2.54170, -1.53787], [2.70194, -1.33529, 3.35184], [1.58370, -1.00095, 2.42369], [0.32533, -1.64568, 2.29357], [-0.43288, -0.81115, 1.46570], [0.39615, 0.25534, 1.00262], [1.63341, 0.12797, 1.67865], [2.60886, -2.32936, 3.81227], [3.62410, -1.34069, 2.77637], [2.80336, -0.62771, 4.17767], [-0.00388, -2.51874, 2.88989], [-1.42402, -1.10026, 1.09682], [-0.01346, 1.32670, 1.10010]], "atomic_forces_ev_per_a": [[-0.06, 0.02, -0.22], [1.51, -1.01, -0.13], [-0.36, 0.49, 0.51], [0.18, -0.17, -0.16], [-2.08, 0.71, 0.65], [1.99, -2.65, -0.13], [1.09, -0.99, 0.40], [-0.80, 0.41, 0.04], [0.87, -0.21, 0.02], [0.23, -0.65, 0.77], [0.22, 0.21, -0.28], [-0.74, -0.71, -0.20], [-1.21, 2.15, -0.40], [-0.33, 1.04, -0.52], [-0.16, 0.28, 0.24], [0.30, 0.75, -0.15], [0.43, -0.16, -0.09], [0.03, -0.56, 0.41], [0.20, -0.40, -0.42], [-0.74, 1.35, -0.21], [-0.29, 0.97, -0.02], [0.34, -1.92, 0.72], [-1.33, 2.37, -0.89], [-0.48, -1.83, 1.16], [-0.36, 0.29, -0.38], [0.23, 0.20, -0.02], [-0.14, 0.26, -0.30], [0.36, 0.63, -0.81], [0.38, 0.66, 0.25], [0.74, -1.55, 0.15]], "mulliken_charge": [-0.3193, 0.7266, -0.3423, -0.3364, -0.5636, -0.6983, 0.3846, -0.3687, -0.6343, 0.3138, -0.2150, -0.6048, -0.3296, 0.4620, 0.5292, 0.3814, 0.4033, 0.4598, -1.1389, 0.7887, -0.7523, -0.3969, 0.2569, -0.2066, 0.3675, 0.2904, 0.3013, 0.4161, 0.5701, 0.2552]}

=====

Entry 2:
{"formula": "CH4BNO2", "method": "the ωB97M-V functional and the def2-TZVPD basis", "max_force_ev_per_a": 3.93, "homo_energy_ev": -10.95, "smiles": "BC[N+](=O)[O-]", "e_above_lowest_kj_mol": 251.66, "gap_ev": 10.26, "elements": ["B", "C", "N", "O", "O", "H", "H", "H", "H"], "xyz": [[-0.69653, -0.80322, -0.81598], [0.53882, -0.03310, -0.24599], [0.18594, 0.75323, 0.93896], [-0.22505, 0.17257, 1.91731], [0.27169, 1.95694, 0.92551], [-0.95751, -1.80514, -0.40662], [-1.23895, -0.26088, -1.56092], [1.27467, -0.72770, 0.21397], [0.84692, 0.74730, -0.96623]], "atomic_forces_ev_per_a": [[1.79, -0.02, 2.07], [1.09, 0.30, 0.14], [-1.16, 0.96, 1.23], [-0.10, -1.22, 0.34], [0.46, 0.65, -0.89], [-0.57, -1.93, 0.57], [-2.21, 1.61, -2.82], [0.06, 0.48, -1.02], [0.64, -0.84, 0.37]], "mulliken_charge": [0.1954, -0.4311, 0.8652, -0.5340, -0.5455, -0.0367, -0.0417, 0.2159, 0.3123]}

=====

Entry 3:
{"formula": "C43H99N2O4", "method": "the ωB97M-V functional and the def2-TZVPD basis", "max_force_ev_per_a": 7.54, "homo_energy_ev": -4.31, "e_above_lowest_kj_mol": 479.36, "gap_ev": 6.20, "charge": -1, "elements": ["C", "O", "C", "C", "C", "C", "C", "N", "N", "O", "C", "O", "O", "H", "H", "H", "H", "H", "H", "H", "H", "H", "H", "H", "H", "H", "H", "H", "C", "C", "C", "C", "C", "C", "H", "H", "H", "H", "H", "H", "H", "H", "H", "H", "H", "H", "H", "H", "C", "C", "C", "C", "C", "C", "H", "H", "H", "H", "H", "H", "H", "H", "H", "H", "H", "H", "H", "H", "C", "C", "C", "C", "C", "C", "H", "H", "H", "H", "H", "H", "H", "H", "H", "H", "H", "H", "H", "H", "C", "C", "C", "C", "C", "C", "H", "H", "H", "H", "H", "H", "H", "H", "H", "H", "H", "H", "H", "H", "C", "C", "C", "C", "C", "C", "H", "H", "H", "H", "H", "H", "H", "H", "H", "H", "H", "H", "H", "H", "C", "C", "C", "C", "C", "C", "H", "H", "H", "H", "H", "H", "H", "H", "H", "H", "H", "H", "H", "H"], "xyz": [[5.87603, -0.96018, -2.62902], [5.44356, 0.24968, -3.38083], [3.97984, 0.14689, -3.69458], [3.20124, 1.08965, -2.60249], [1.62482, 1.43009, -3.01160], [0.51776, 0.67877, -2.06427], [-0.01816, -0.77382, -2.69091], [-0.39329, -1.63394, -1.50139], [1.12748, -1.40464, -3.45080], [1.39634, -2.65994, -3.04932], [-1.36747, -0.49155, -3.59020], [-1.44047, 0.55445, -4.43849], [-2.57396, -1.33418, -3.47284], [6.81741, -0.70464, -1.94318], [5.03049, -1.38076, -1.90727], [6.21940, -1.81500, -3.38267], [3.73000, -0.99980, -3.62764], [3.73088, 0.48148, -4.79338], [3.29739, 0.68184, -1.48826], [3.78300, 2.13193, -2.59043], [1.40498, 1.28312, -4.15894], [1.50680, 2.60128, -2.81209], [0.86595, 0.51695, -0.94872], [-0.44882, 1.37833, -2.05958], [-0.90653, -2.49261, -1.83254], [-1.08531, -1.07082, -0.92674], [1.02969, -1.31970, -4.48634], [2.10495, -2.55913, -2.32022], [12.37841, -2.11513, -5.06660], [11.43133, -3.25689, -5.40050], [10.00399, -2.79476, -5.70104], [9.28056, -2.09635, -4.54364], [9.16248, -2.91291, -3.25385], [8.35456, -4.18999, -3.42004], [12.07389, -1.59147, -4.15584], [13.38996, -2.50065, -4.90464], [12.42008, -1.38964, -5.88575], [11.43412, -3.98834, -4.58534], [11.81768, -3.78032, -6.28419], [9.41585, -3.66072, -6.02752], [10.02575, -2.10746, -6.55696], [8.27356, -1.82132, -4.88206], [9.78778, -1.15180, -4.31474], [8.67545, -2.29013, -2.49392], [10.15618, -3.15487, -2.86119], [7.34344, -3.96859, -3.77642], [8.26848, -4.70785, -2.45934], [8.82736, -4.87866, -4.12609], [5.99327, 0.31039, -11.10546], [4.51365, 0.55545, -10.85500], [4.24464, 1.68284, -9.85610], [4.78290, 1.44980, -8.43953], [4.27629, 0.18347, -7.74383], [2.77167, 0.17537, -7.52627], [6.50797, -0.01461, -10.19668], [6.12252, -0.47395, -11.85794], [6.48263, 1.21760, -11.47504], [4.03738, -0.37317, -10.52284], [4.03987, 0.81948, -11.80894], [3.16356, 1.86026, -9.80947], [4.68436, 2.61196, -10.24191], [4.52255, 2.32023, -7.82405], [5.87842, 1.41962, -8.46708], [4.76894, 0.10505, -6.76726], [4.57104, -0.70791, -8.30841], [2.45873, 1.03909, -6.93093], [2.47459, -0.73102, -6.98893], [2.22592, 0.19219, -8.47400], [-2.02664, 4.03346, -3.16432], [-0.86742, 4.89285, -2.68505], [-1.31217, 6.19011, -2.00646], [-2.09610, 7.16287, -2.89523], [-1.37631, 7.61586, -4.16840], [-0.09380, 8.38517, -3.89525], [-2.61659, 4.54312, -3.93155], [-1.64986, 3.10268, -3.59998], [-2.69026, 3.77346, -2.33300], [-0.19738, 5.10893, -3.52402], [-0.27934, 4.31065, -1.96436], [-0.42710, 6.69766, -1.60469], [-1.93510, 5.94110, -1.13732], [-2.34980, 8.04782, -2.29795], [-3.05277, 6.70770, -3.17708], [-2.05485, 8.26258, -4.73751], [-1.15962, 6.75654, -4.81244], [-0.29271, 9.27083, -3.28335], [0.35224, 8.71876, -4.83775], [0.64646, 7.76707, -3.37922], [-2.86873, -1.14249, 5.02985], [-2.09115, 0.14652, 4.81563], [-2.30632, 0.76362, 3.43213], [-1.84760, -0.09666, 2.24884], [-0.37272, -0.50735, 2.26738], [0.58318, 0.67302, 2.20217], [-2.54760, -1.92709, 4.33870], [-2.71046, -1.51249, 6.04777], [-3.94269, -0.97846, 4.89276], [-1.02548, -0.03191, 4.99458], [-2.41192, 0.87434, 5.57164], [-1.79496, 1.73296, 3.39652], [-3.37428, 0.98337, 3.30319], [-2.04987, 0.45528, 1.32219], [-2.46265, -1.00274, 2.19785], [-0.18363, -1.15566, 1.40339], [-0.15372, -1.10926, 3.15614], [0.40705, 1.26856, 1.30066], [1.61820, 0.31730, 2.17539], [0.47993, 1.32567, 3.07378], [-5.33781, -2.57564, 8.19363], [-4.23802, -1.92249, 9.01577], [-3.22388, -2.92127, 9.57714], [-3.79185, -3.95778, 10.55375], [-4.49624, -3.38332, 11.78586], [-3.57826, -2.56338, 12.67820], [-5.94473, -3.25508, 8.79896], [-6.00537, -1.81118, 7.78366], [-4.91621, -3.14100, 7.35594], [-4.68314, -1.33247, 9.82401], [-3.70260, -1.21069, 8.37480], [-2.41663, -2.36414, 10.06738], [-2.75376, -3.45757, 8.74238], [-2.97055, -4.60567, 10.88532], [-4.49331, -4.61182, 10.02268], [-4.89865, -4.21689, 12.37389], [-5.35714, -2.77554, 11.48647], [-2.72889, -3.16318, 13.02054], [-4.12447, -2.21605, 13.56112], [-3.19230, -1.68116, 12.15951], [-10.33329, -1.84096, 9.45655], [-9.94290, -2.12807, 8.01529], [-9.23962, -0.95434, 7.33050], [-10.07361, 0.32512, 7.19576], [-11.39749, 0.17061, 6.44228], [-11.22121, -0.25762, 4.99424], [-11.05806, -1.02446, 9.52331], [-10.79098, -2.72784, 9.90608], [-9.45501, -1.57414, 10.05364], [-10.82908, -2.42908, 7.44645], [-9.26410, -2.99022, 8.00540], [-8.90516, -1.27643, 6.33714], [-8.32661, -0.71169, 7.88995], [-9.46344, 1.08273, 6.68788], [-10.28352, 0.72919, 8.19302], [-11.91886, 1.13521, 6.45829], [-12.05174, -0.54017, 6.95894], [-10.60041, 0.45967, 4.44791], [-12.19496, -0.30971, 4.49661], [-10.75738, -1.24524, 4.91818]], "atomic_forces_ev_per_a": [[0.55, -0.25, 0.25], [-0.91, -2.05, 0.66], [-0.22, -0.41, 0.85], [0.00, 0.66, -0.50], [0.26, 0.77, 0.94], [-1.28, 0.26, -0.90], [-1.12, 0.99, 1.03], [-0.50, 0.57, -0.48], [-1.26, 3.32, -0.60], [2.12, -2.22, 1.69], [-5.83, 0.52, -3.17], [1.59, -4.21, 3.87], [6.70, 3.45, 0.27], [-2.07, -0.27, -1.61], [1.66, 0.96, -1.60], [-0.86, 1.71, 1.53], [0.01, 2.36, -0.09], [0.79, -0.39, 2.19], [-0.31, 0.59, -2.48], [-1.07, -2.32, -0.16], [0.40, 0.05, 2.38], [0.15, -2.49, -0.44], [-0.40, 0.28, -2.31], [2.07, -1.45, 0.14], [0.48, 1.51, 0.20], [0.98, -0.95, -1.25], [-0.27, -0.61, 1.34], [-1.70, -0.23, -1.70], [0.17, -0.01, 0.11], [-0.07, -0.02, -0.19], [-0.12, -0.11, -0.01], [0.08, 0.11, 0.04], [-0.05, 0.16, -0.05], [0.01, -0.16, 0.14], [0.04, 0.00, -0.10], [-0.06, 0.12, -0.01], [-0.02, -0.03, 0.11], [-0.04, 0.03, -0.04], [-0.07, 0.00, 0.12], [0.03, 0.08, 0.03], [0.02, -0.07, 0.08], [0.09, -0.01, 0.05], [-0.05, -0.06, -0.04], [0.11, -0.04, -0.08], [-0.02, 0.04, -0.04], [0.09, -0.06, -0.01], [-0.05, -0.01, -0.14], [-0.08, 0.04, 0.03], [0.08, -0.18, -0.06], [-0.09, 0.16, -0.06], [-0.17, 0.03, 0.06], [0.14, -0.04, -0.01], [0.08, 0.13, 0.06], [-0.08, -0.17, 0.03], [-0.01, 0.06, -0.09], [0.08, 0.08, 0.07], [-0.01, -0.08, 0.07], [0.01, 0.08, 0.01], [-0.01, -0.06, 0.12], [0.10, -0.01, 0.02], [-0.03, -0.09, 0.00], [0.01, -0.09, -0.04], [-0.06, 0.03, -0.01], [0.04, -0.02, -0.14], [0.03, 0.06, 0.00], [-0.04, -0.07, -0.08], [-0.07, 0.14, -0.05], [-0.01, 0.03, 0.11], [0.13, -0.20, -0.17], [-0.09, 0.02, 0.19], [0.16, 0.09, 0.03], [-0.12, -0.11, -0.04], [-0.15, 0.01, 0.06], [0.17, 0.02, -0.14], [-0.01, -0.05, 0.06], [-0.18, -0.01, 0.02], [0.02, 0.03, -0.09], [0.00, 0.02, 0.05], [0.00, 0.09, -0.09], [-0.07, 0.02, 0.00], [0.05, 0.00, -0.09], [0.02, -0.02, -0.05], [0.09, 0.01, 0.04], [0.03, -0.10, 0.02], [-0.05, 0.03, 0.09], [0.05, -0.07, 0.00], [0.03, 0.01, 0.14], [-0.06, 0.08, -0.02], [0.05, -0.16, 0.12], [-0.09, 0.17, -0.02], [0.08, 0.12, -0.07], [-0.05, -0.13, 0.02], [-0.12, -0.07, -0.17], [0.18, 0.00, 0.06], [-0.08, 0.06, 0.05], [-0.07, -0.05, -0.08], [0.09, -0.05, -0.03], [-0.04, 0.03, -0.05], [0.09, -0.04, -0.07], [-0.04, -0.08, -0.01], [0.09, -0.02, 0.04], [0.03, -0.06, 0.08], [0.02, 0.09, -0.01], [-0.04, 0.04, 0.11], [-0.05, 0.01, -0.01], [0.01, -0.02, 0.10], [-0.07, 0.12, -0.03], [0.02, 0.01, -0.07], [-0.17, 0.08, -0.05], [0.17, 0.00, -0.08], [0.11, 0.05, 0.09], [-0.12, -0.06, -0.09], [0.03, -0.17, -0.05], [-0.07, 0.15, 0.14], [0.03, 0.02, -0.07], [0.03, -0.14, -0.02], [-0.06, 0.03, 0.09], [0.05, -0.03, 0.00], [-0.05, -0.05, 0.13], [-0.05, -0.06, -0.03], [-0.06, 0.07, 0.07], [-0.07, 0.06, -0.01], [0.07, 0.05, 0.02], [-0.02, 0.07, -0.10], [0.05, -0.05, -0.03], [-0.04, 0.08, -0.05], [0.14, 0.00, -0.06], [0.01, -0.08, 0.06], [-0.15, -0.10, 0.10], [0.20, -0.02, -0.04], [0.03, -0.01, -0.17], [-0.04, 0.03, 0.14], [0.08, 0.14, 0.06], [-0.15, -0.09, -0.12], [0.08, -0.05, 0.04], [0.04, 0.13, 0.04], [-0.10, 0.02, -0.04], [0.06, 0.04, -0.01], [-0.09, 0.09, -0.07], [-0.02, 0.05, 0.09], [-0.09, -0.04, -0.04], [-0.07, -0.07, 0.03], [0.04, -0.03, -0.06], [0.03, -0.10, 0.06], [0.06, 0.04, 0.01], [-0.03, -0.11, 0.03], [0.15, -0.01, -0.03], [-0.01, 0.10, -0.04]], "mulliken_charge": [-0.3163, -0.4393, 0.5095, -0.5975, 0.1327, -0.2255, 0.4265, -0.6427, 0.1629, -0.5227, 0.1893, -0.6575, -0.7714, 0.2091, 0.2624, 0.0549, 0.1098, -0.4590, 0.1675, 0.2482, 0.1290, -0.0628, -0.2594, 0.2111, 0.2922, 0.1784, 0.1995, 0.3221, -1.1753, -0.3751, -0.8276, -0.3437, -0.3989, -1.2121, 0.2809, 0.3750, 0.2881, 0.2246, 0.3592, 0.3394, 0.3821, 0.2220, 0.3133, 0.2345, 0.3889, 0.2745, 0.3686, 0.3232, -1.1803, -0.3607, -0.7557, -0.7830, 0.0240, -1.2484, 0.2747, 0.3738, 0.2871, 0.2529, 0.3862, 0.3093, 0.3984, 0.3452, 0.3458, 0.0825, 0.3115, 0.2713, 0.2935, 0.4409, -1.0979, 0.0505, -0.8978, -0.7805, -0.3612, -1.1838, 0.3532, 0.2428, 0.2697, 0.2551, 0.1630, 0.3255, 0.3979, 0.4101, 0.3116, 0.3665, 0.2653, 0.2873, 0.3708, 0.2830, -0.8949, -0.4483, -0.9285, -0.5604, -0.3892, -1.1921, 0.3170, 0.1335, 0.2830, 0.2582, 0.3609, 0.3418, 0.3896, 0.4118, 0.3434, 0.3261, 0.3230, 0.1710, 0.3626, 0.3952, -1.0243, -0.3755, -0.7126, -0.7844, -0.2686, -1.1959, 0.3863, 0.1814, 0.2837, 0.3383, 0.2911, 0.3292, 0.3658, 0.3956, 0.3032, 0.3638, 0.1765, 0.2855, 0.3774, 0.2856, -1.1695, -0.4291, -0.3689, -0.8315, -0.4097, -1.1767, 0.2802, 0.3805, 0.2635, 0.2689, 0.3548, 0.3537, 0.2066, 0.3801, 0.3555, 0.3553, 0.2413, 0.2924, 0.3740, 0.2802]}

=====

Entry 4:
{"formula": "C5H8O2", "method": "the ωB97M-V functional and the def2-TZVPD basis", "max_force_ev_per_a": 0.78, "homo_energy_ev": -8.85, "e_above_lowest_kj_mol": 436.14, "gap_ev": 8.89, "elements": ["C", "C", "C", "O", "C", "C", "O", "H", "H", "H", "H", "H", "H", "H", "H"], "xyz": [[1.62031, -0.55711, 0.30225], [0.37649, 0.33922, 0.41552], [0.23158, 1.29442, -0.74037], [-0.70934, 1.24560, -1.51236], [-1.98476, 0.63342, 0.43064], [-0.96645, -0.43458, 0.46786], [-0.97847, -1.51070, -0.45518], [2.54361, 0.01931, 0.15499], [1.50968, -1.27246, -0.51598], [1.74690, -1.14007, 1.22162], [0.45375, 0.93270, 1.33406], [0.99310, 2.07944, -0.85303], [-2.71092, 0.42810, -0.36983], [-1.04401, -0.90415, 1.45792], [-1.07456, -1.14224, -1.34470]], "atomic_forces_ev_per_a": [[0.05, -0.09, 0.01], [0.19, -0.13, 0.14], [-0.23, 0.05, -0.18], [0.50, 0.12, 0.58], [0.07, -0.33, -0.29], [-0.01, 0.18, 0.12], [-0.16, -0.08, -0.31], [-0.28, -0.02, -0.01], [0.03, 0.15, 0.05], [-0.08, 0.15, -0.13], [-0.02, 0.11, -0.20], [0.19, -0.03, -0.16], [-0.13, -0.21, 0.15], [-0.05, 0.11, 0.05], [-0.07, 0.01, 0.17]], "mulliken_charge": [-1.3900, 0.3317, -0.0314, -0.4814, -0.5146, -0.1421, -0.5794, 0.3980, 0.3159, 0.3583, 0.2683, 0.3885, 0.2006, 0.4722, 0.4053]}